Here is C3H5AgLiO3 as an isolated structure from OMol25. Energies are from ωB97M-V/def2-TZVPD.

Summary:
LUMO level: 0.1119 hartree
Largest force on an atom: 3.731 eV Å⁻¹
ΔE to the lowest compared entry with this formula, charge and spin: 0.000 eV
Net charge: -1

Geometry (Å):
O: -1.43720 -1.35576 -0.27298
C: -2.36494 -0.37377 -0.57598
C: -1.92305 0.88987 0.18392
O: -2.33339 0.68771 1.52613
H: -2.22028 -0.37972 1.61484
H: -3.35602 -0.66813 -0.15781
H: -2.64092 -0.08086 -1.61344
H: -2.10622 1.74662 -0.49248
H: -0.81277 0.93256 0.20465
O: 6.76000 0.23973 0.11345
C: 7.60994 0.94960 0.34138
Ag: 4.50321 -1.20569 -0.40577
Li: 0.32163 -1.38217 -0.46592